A | 2 unconnected molecules or ions with the total composition CH3O4S, computed with the ωB97M-V functional and the def2-TZVPD basis.

Summary:
- E_HOMO (spin up / spin down): -0.140 / -0.140 hartree
- Net charge: -1
- Multiplicity: 1
- Gap between HOMO and LUMO (spin up / spin down): 7.522 / 7.518 eV

Last columns: bonded neighbours and bond lengths (Å).
Cartesian coordinates (Å):
1 C -0.12603 1.13631 0.10945  S6 1.730, H7 1.000, H8 1.047
2 O -1.95931 -0.61965 -0.60880  S6 1.463
3 O -2.20497 0.20632 1.65914  S6 1.466
4 O 0.60223 -2.23879 -0.20509  O5 1.426, H9 1.059
5 O 0.04267 -1.98298 1.08142  O4 1.426
6 S -1.27265 -0.07705 0.56382  C1 1.730, O2 1.463, O3 1.466
7 H 0.25484 1.57439 0.92320  C1 1.000
8 H 0.73016 0.75182 -0.35409  C1 1.047
9 H -0.18912 -2.06404 -0.88680  O4 1.059

Computed Mulliken charges, given in elementary charges:
1. C -0.8466
2. O -0.5986
3. O -0.5852
4. O -0.3885
5. O -0.5096
6. S 0.9834
7. H 0.3022
8. H 0.3095
9. H 0.3334

B | 2 unconnected molecules or ions with the total composition CH3O4S, computed with the ωB97M-V functional and the def2-TZVPD basis.

Summary:
- E_HOMO (spin up / spin down): -0.146 / -0.101 hartree
- Net charge: -1
- Multiplicity: 1
- Gap between HOMO and LUMO (spin up / spin down): 7.521 / 6.202 eV

Last columns: bonded neighbours and bond lengths (Å).
Cartesian coordinates (Å):
1 C -0.59116 1.24622 -0.61721  S6 1.717, H7 1.057, H8 0.990
2 O -1.74094 -1.12878 -1.22906  S6 1.450
3 O -1.55420 -0.48027 1.14563  S6 1.455
4 O 1.90620 -0.25181 0.83929  O5 1.395, H9 0.971
5 O 1.56397 -1.21145 -0.11307  O4 1.395
6 S -1.04979 -0.35862 -0.21341  C1 1.717, O2 1.450, O3 1.455
7 H 0.07625 1.75790 0.02341  C1 1.057
8 H -0.21907 1.06136 -1.51571  C1 0.990
9 H 1.60874 -0.63454 1.68012  O4 0.971

Computed Mulliken charges, given in elementary charges:
1. C -0.7321
2. O -0.5718
3. O -0.5731
4. O -0.3333
5. O -0.5697
6. S 0.9084
7. H 0.3124
8. H 0.2623
9. H 0.2969

It is A that is most stable; the runner-up trails by 0.354 eV.